A structure of composition C39H34CrN6P2SSe2, computed with ωB97M-V/def2-TZVPD.

Last column: Mulliken spin population.
Atoms and positions in Å:
Se (-0.517089, 2.854258, 0.019870)  -0.01
Se (-0.195276, -2.202104, 3.883511)  0.00
Cr (1.231388, 1.654288, -1.346584)  1.11
S (0.815163, 3.379438, -3.060597)  -0.01
P (-0.892266, -2.789275, 1.995675)  0.00
P (-1.045218, 1.165466, 1.279823)  0.01
N (1.034683, -1.212621, -0.951075)  0.00
N (-0.501905, 3.340463, -5.320852)  0.00
N (0.609092, -0.036283, -0.486993)  0.00
N (2.808283, 0.405544, -2.171095)  0.01
N (0.043963, 1.268560, -4.518702)  0.00
N (0.509981, -2.178409, -0.268872)  0.00
C (0.831315, -6.936464, 1.118310)  0.00
C (4.379970, 2.838906, -4.459932)  0.00
C (-0.445447, 1.294462, 2.972827)  0.00
C (3.897751, 2.989013, -1.988378)  -0.03
C (-3.517306, 0.332950, 0.300248)  0.00
C (3.858906, 0.849778, -5.709580)  0.00
C (2.894779, 2.805114, -1.016159)  -0.14
C (-5.575012, 1.387865, 0.956745)  0.00
C (-0.696370, 1.237436, 5.350058)  0.00
C (1.493831, 1.470380, 4.373431)  0.00
C (3.353080, 0.271673, -4.555098)  -0.01
C (-0.272115, -0.274916, 0.532059)  0.02
C (-2.839014, 1.110320, 1.228600)  0.00
C (-0.542345, -6.782131, 1.209542)  0.00
C (-1.266685, 1.187811, 4.087681)  0.00
C (3.365330, 0.981532, -3.365330)  -0.02
C (-4.579358, -3.606077, 0.497310)  0.00
C (-2.690907, -2.902294, 1.803851)  0.00
C (1.666563, -5.833615, 1.246401)  0.00
C (-5.415976, -3.314723, 1.567980)  0.00
C (-0.255801, -4.419789, 1.532512)  0.00
C (0.674920, 1.373742, 5.491732)  0.00
C (4.932037, 3.892243, -1.733795)  -0.01
C (3.989545, 4.447970, 0.394845)  -0.01
C (0.934449, 1.436233, 3.110658)  0.00
C (-4.888665, 0.477807, 0.166364)  0.00
C (2.965879, 3.537287, 0.164912)  0.04
C (3.889263, 2.271790, -3.286499)  0.01
C (-1.091022, -5.525985, 1.422177)  0.00
C (1.127704, -4.579172, 1.462924)  0.00
C (4.369257, 2.137406, -5.656216)  0.00
C (0.077749, 2.603178, -4.374581)  0.01
C (-3.517949, 2.064911, 1.988149)  0.00
C (-4.895322, -2.802659, 2.746550)  0.00
C (-0.296984, -1.668804, 0.689429)  -0.01
C (4.974778, 4.625516, -0.560981)  0.01
C (-3.216348, -3.393016, 0.607965)  0.00
C (-3.526742, -2.604426, 2.870319)  0.00
C (-4.890034, 2.187457, 1.861199)  0.00
H (4.753846, 3.853959, -4.446922)  0.00
H (-0.557535, 4.335357, -5.191216)  0.00
H (1.772006, -3.721045, 1.592993)  0.00
H (1.112198, 1.399028, 6.481173)  0.00
H (2.951256, -0.736725, -4.568543)  0.00
H (-5.420764, -0.113890, -0.565124)  0.00
H (-0.260800, 0.850122, -5.383307)  0.00
H (-3.091029, -2.248598, 3.797067)  0.00
H (4.005869, 5.020213, 1.313125)  0.00
H (2.565189, 1.567618, 4.486685)  0.00
H (5.779516, 5.328659, -0.390828)  0.00
H (3.507168, 0.419880, -1.429805)  0.01
H (2.208317, 3.421121, 0.928998)  0.01
H (5.723272, 4.007220, -2.463277)  0.00
H (-5.420335, 2.925292, 2.448356)  0.00
H (-2.163364, -5.413074, 1.509036)  0.00
H (-6.480318, -3.494552, 1.482160)  0.00
H (0.633322, 0.713346, -3.931983)  0.00
H (-2.965367, 2.722274, 2.648885)  0.00
H (-2.549510, -3.634970, -0.212930)  0.00
H (1.255076, -7.920040, 0.963019)  0.00
H (-4.989793, -4.010921, -0.419449)  0.00
H (3.858732, 0.297473, -6.639676)  0.00
H (-2.974432, -0.358927, -0.329975)  0.00
H (-0.965785, 2.928791, -6.113269)  0.00
H (2.740231, -5.955610, 1.191492)  0.00
H (4.764608, 2.599031, -6.551501)  0.00
H (-2.333072, 1.048226, 3.978570)  0.00
H (-1.326516, 1.143348, 6.224275)  0.00
H (-6.647658, 1.488395, 0.853882)  0.00
H (1.559197, 1.511758, 2.226759)  0.00
H (2.541118, -0.567942, -2.296144)  0.00
H (-1.192177, -7.643574, 1.127068)  0.00
H (-5.550970, -2.579276, 3.578063)  0.00

Atoms 1-2, force components in eV/Å:
Se 0.670 -0.181 -0.472
Se -0.084 0.125 -0.018

Properties
- LUMO (alpha / beta): -3.50 / -2.99 eV
- Multiplicity: 2
- Maximum force: 0.01666 hartree/bohr
- Highest occupied orbital energy (alpha / beta): -9.82 / -9.82 eV
- Total charge: +1
- Orbital gap (alpha / beta): 6.3 / 6.8 eV